Entry 1:
Formula: C6H18O3
Source: OMol25
Level of theory: the ωB97M-V functional and the def2-TZVPD basis

Atoms and positions in Å:
C: -0.7101 2.2297 0.9138
C: -0.8124 0.9074 0.8435
C: -2.1403 0.1814 0.9319
C: -2.2205 -0.4770 2.3317
C: 0.4313 0.0798 0.4443
C: 0.7089 -1.0198 1.4321
H: -1.5435 2.9117 1.1144
H: 0.2310 2.7327 0.8927
H: -2.5794 -0.4712 0.1124
H: -2.9097 0.9074 0.8104
H: -1.7221 0.1743 3.0576
H: -1.7875 -1.4698 2.2450
H: -3.3210 -0.6196 2.5368
H: 1.2679 0.7620 0.3398
H: 0.2494 -0.2291 -0.5787
H: 0.6759 -0.6404 2.4655
H: 1.7439 -1.3900 1.3102
H: 0.0150 -1.8599 1.3469
O: 3.7882 -0.0591 -2.1974
H: 2.9754 0.4410 -2.0161
H: 3.7667 -0.8574 -1.6585
O: 0.8594 0.7838 -2.4526
H: 1.0015 0.5765 -3.4445
H: 0.2664 1.5362 -2.4869
O: 0.3530 -2.0356 -2.5565
H: 0.2422 -1.0459 -2.6195
H: 1.1706 -2.0490 -3.1180

Cartesian forces (eV/Å) of the 6 atoms listed first:
C -0.861 0.382 0.625
C 0.594 -0.691 -2.191
C -0.477 -0.093 0.134
C -1.814 -0.225 -1.091
C -1.266 1.145 0.381
C 1.048 -0.557 0.403

The frontier orbital gap comes out at 9.48 eV. The calculation puts the total energy at -12655.163 eV. The calculation puts the highest occupied orbital energy at -9.4 eV. The SMILES is C=C(CC)CC.O.O.O. The value obtained for the LUMO energy is 0.098 eV. The calculation puts the strongest force on any atom at 0.05924 Eh/bohr. The multiplicity is 1.

Mulliken population analysis, charges in e, atoms 1 to 6:
1. C -1.074
2. C 0.549
3. C -0.733
4. C -0.985
5. C 0.410
6. C -1.439

***

Entry 2:
Formula: C6H18O4
Source: OMol25
Level of theory: the ωB97M-V functional and the def2-TZVPD basis

Atoms and positions in Å:
C: -0.0169 2.1554 -0.7974
C: -0.0962 1.5531 0.5391
C: 1.0021 1.5939 1.4040
C: -1.9612 1.2810 2.0840
C: -1.3342 0.9139 0.9362
C: -1.8894 -0.1390 0.0038
H: 0.7010 1.6478 -1.3948
H: 0.3114 3.1918 -0.7254
H: -0.9548 2.1124 -1.3197
H: 0.9720 1.1953 2.4337
H: 1.9546 2.0175 1.0884
H: -2.9108 0.8178 2.3787
H: -1.5994 2.0576 2.7376
H: -1.2585 -0.2984 -0.8686
H: -2.8906 0.1294 -0.3561
H: -1.9960 -1.0906 0.5476
H: 0.9050 -2.0505 0.9189
H: 1.0335 -3.2659 -0.0847
O: 1.4584 -2.3981 0.1955
H: 2.7253 -1.3672 -2.3273
H: 1.7233 -1.4001 -1.1861
O: 1.9785 -0.8707 -1.9662
H: 0.7070 -1.5384 3.1949
H: -0.4589 -0.7857 2.4479
O: 0.0660 -1.6274 2.4620
H: -0.0746 0.1466 -4.2791
H: 0.5236 -0.7726 -3.1155
O: -0.2469 -0.6758 -3.7510

Cartesian forces (eV/Å) of the 6 atoms listed first:
C -0.317 0.112 0.032
C -0.322 0.389 0.515
C 0.013 0.103 0.742
C -0.283 -0.517 0.309
C 0.375 -0.518 -0.032
C -0.511 0.120 -0.127

The frontier orbital gap (alpha / beta) comes out at 8.51 / 5.01 eV. The calculation puts the total energy at -14694.613 eV. The calculation puts the highest occupied orbital energy (alpha / beta) at -13.3 / -13.3 eV. The value obtained for the LUMO energy (alpha / beta) is -4.800 / -8.304 eV. As for the net charge: +1. The calculation puts the strongest force on any atom at 0.03731 Eh/bohr. The multiplicity is 2. The expectation value of S² is 0.778.

Mulliken population analysis, charges in e, atoms 1 to 6:
1. C -1.380
2. C 1.130
3. C -0.883
4. C -0.598
5. C 0.262
6. C -1.070